# 1
{"formula": "C18H46N2NaO6", "method": "wB97M-V/def2-TZVPD", "species": ["H", "C", "H", "C", "H", "H", "H", "H", "H", "C", "H", "H", "H", "H", "H", "C", "C", "H", "H", "H", "O", "C", "H", "H", "O", "C", "N", "H", "C", "H", "H", "C", "H", "H", "O", "N", "H", "C", "O", "O", "H", "H", "H", "C", "C", "H", "C", "H", "H", "H", "H", "C", "C", "H", "H", "H", "H", "Na", "O", "C", "H", "H", "H", "H", "H", "H", "H", "H", "H", "C", "C", "H", "H"], "positions_angstrom": [[3.0605, 1.2966, -0.9871], [0.7995, 4.5856, -2.7531], [0.7275, -1.5454, 0.6209], [2.3335, -2.6254, 0.1009], [0.8135, -2.6634, -2.1151], [-5.7665, 0.4936, 2.2889], [-0.3095, 4.1866, -1.1271], [-0.0915, 1.9286, -3.2611], [1.9045, -1.9224, 2.1189], [3.3785, 0.0916, -2.7241], [3.2385, -1.1344, 1.3309], [2.3565, 1.9206, -3.4491], [3.1295, -2.5204, -0.6351], [-0.0755, 4.9736, -3.3871], [-1.7375, 1.8096, 1.3979], [2.9935, -4.0384, 2.6889], [-1.5785, 0.7676, 1.0369], [-2.2275, 0.5806, 0.1979], [1.4905, 4.0026, -3.3781], [-3.6355, 1.4876, 2.8579], [1.1675, 2.6566, -1.1631], [0.3915, -2.4054, -1.1301], [1.2145, 5.4606, -2.2941], [-1.8625, -2.1824, -1.6251], [-0.2475, 0.7846, 0.4979], [-0.7055, 2.5876, -2.6061], [1.2705, -1.6684, -0.2741], [-5.6205, -0.9224, 3.1869], [-1.8605, -0.2864, 2.0749], [-3.4935, 0.1916, 4.1969], [3.4255, -4.4974, 3.5289], [-0.8945, -1.1004, -3.7301], [4.0585, 2.0016, -3.3501], [-0.2815, -1.9494, -3.9101], [-5.9225, 0.7746, 4.3049], [-3.2595, -0.4544, 2.2629], [0.7575, 0.2326, 2.2519], [-5.7175, 0.0396, 5.5069], [2.2135, -0.5244, -2.9571], [3.7535, -2.9234, 2.1859], [-4.7585, -0.3624, 5.7649], [-6.3155, 0.5486, 6.2409], [-0.5355, -0.3134, -4.4521], [0.8145, 0.9886, 1.4509], [-5.3645, 0.1336, 3.2169], [-1.4885, -1.2924, 1.7369], [3.2815, 1.2816, -3.6611], [2.3515, -1.3374, -3.4631], [-1.4375, 2.0016, -2.0031], [4.2565, -0.5424, -2.8841], [-1.3205, 0.0466, 2.9679], [2.7635, -2.1254, 1.4679], [-0.8815, -1.6194, -1.3981], [-1.4625, 3.1526, -3.2221], [0.8445, 2.0126, 1.7999], [1.9415, -3.8134, 2.9579], [-1.9145, -1.3654, -3.9071], [1.0435, 0.4276, -1.2941], [-0.7215, -0.5894, -2.3701], [-3.8515, 0.4556, 3.1919], [1.7905, 3.2446, -0.6771], [4.6825, 0.8736, -1.0981], [1.9545, -3.5494, 0.1589], [3.3495, 1.1266, -4.7501], [1.7655, 0.9036, 1.0449], [3.6515, -0.2574, -0.5431], [0.1335, -3.3264, -0.6711], [2.9305, -4.8544, 1.9989], [-3.2105, -1.3244, 2.7699], [3.6945, 0.5206, -1.2351], [0.2695, 3.5196, -1.8631], [-1.1015, -1.2334, -0.3981], [-6.3435, -0.8214, 5.3439]], "mulliken_charge": [0.265, -1.397, -0.284, -0.724, 0.273, 0.389, 0.312, 0.028, 0.542, 0.422, 0.030, 0.030, 0.264, 0.350, 0.527, -0.789, -1.105, 0.268, 0.250, 0.191, -0.235, -1.309, 0.404, 0.518, 0.278, -0.712, 0.301, 0.361, -0.459, 0.269, 0.358, -0.926, 0.365, 0.385, -0.366, -0.332, 0.337, -0.748, -0.410, -0.483, 0.278, 0.314, 0.216, -0.925, -0.585, 0.237, -1.179, 0.323, 0.041, 0.556, 0.485, -0.423, 0.322, 0.467, 0.331, 0.254, 0.327, 0.672, -0.020, -0.393, 0.209, 0.626, 0.784, 0.395, 0.183, -0.010, 0.933, 0.296, 0.268, -1.271, 0.356, -0.830, 0.327], "orbital_gap_ev": 9.3, "e_lumo_ev": -2.175, "homo_energy_ha": -0.422, "relative_energy_kcal_mol": 56.91, "multiplicity": 1, "total_charge": 1}

---

# 2
{"formula": "CH2INO2S", "method": "wB97M-V/def2-TZVPD", "species": ["O", "O", "H", "S", "C", "H", "N", "I"], "positions_angstrom": [[1.8771, 0.0729, 1.8391], [-0.4749, 2.7097, 0.6301], [0.7763, -0.2673, -0.8497], [-0.0967, 1.9973, -0.5408], [0.3329, 0.2713, -0.0068], [-0.1938, -0.3425, 0.7225], [1.8427, 0.6953, 0.8309], [-2.1971, 1.5859, -1.8731]], "nbo_charge": [-0.223, -0.900, 0.227, 1.188, -0.594, 0.238, 0.205, -0.140], "orbital_gap_ev": [8.2, 8.2], "e_lumo_ev": [-1.244, -1.243], "homo_energy_ha": [-0.348, -0.348], "relative_energy_kcal_mol": 21.81, "multiplicity": 1}

---

# 3
{"formula": "C3H4N2O", "method": "wB97M-V/def2-TZVPD", "species": ["C", "H", "H", "H", "C", "N", "H", "N", "O", "C"], "positions_angstrom": [[0.2477, 1.2396, 0.0014], [1.8509, -0.1382, 0.7769], [-0.2669, -2.2622, -1.6738], [0.4069, 2.1791, -0.4921], [-0.3792, 0.4637, 0.8315], [-0.3145, -1.5553, -0.9269], [-1.8858, 1.0989, 1.7758], [0.8395, -1.1440, -0.7501], [-1.4103, 0.2566, 1.6562], [0.8737, -0.0979, 0.2787]], "nbo_charge": [-0.302, 0.187, 0.315, 0.232, 0.342, -0.340, 0.491, -0.130, -0.638, -0.156], "orbital_gap_ev": 9.5, "e_lumo_ev": 0.624, "homo_energy_ha": -0.327, "relative_energy_kcal_mol": 104.98, "multiplicity": 1, "smiles": "[H]/N=N/[C@H]1C=C1O"}

---

# 4
{"formula": "C10H8N2", "method": "wB97M-V/def2-TZVPD", "species": ["C", "H", "N", "C", "H", "C", "H", "C", "C", "C", "C", "C", "H", "H", "H", "C", "N", "H", "C", "H"], "positions_angstrom": [[-2.3393, -0.6874, -1.8733], [0.6861, -2.3469, 0.1992], [1.2564, 1.1107, 0.6546], [2.5904, -1.3031, 1.0000], [2.8088, -2.3384, 0.9942], [1.2699, -1.2753, 0.4847], [4.2830, -0.2402, 1.6743], [-3.2036, 0.2836, -1.2715], [2.5488, 1.0414, 1.1801], [-1.0341, -0.7525, -1.3490], [3.1791, -0.1765, 1.2889], [-0.7013, 0.0535, -0.3049], [-0.1268, -1.3803, -1.9582], [-3.3549, 1.5478, 0.4900], [-2.7178, -1.2446, -2.9008], [0.7193, -0.0446, 0.3123], [-1.5153, 0.9118, 0.2083], [-4.0792, 0.4996, -1.6913], [-2.7741, 1.0920, -0.1455], [2.7826, 1.9588, 1.2218]], "nbo_charge": [-0.191, 0.228, -0.370, -0.207, 0.231, -0.209, 0.220, -0.236, 0.036, -0.235, -0.258, 0.150, 0.226, 0.186, 0.234, 0.140, -0.397, 0.196, 0.057, 0.198], "orbital_gap_ev": 10.0, "e_lumo_ev": 0.889, "homo_energy_ha": -0.335, "relative_energy_kcal_mol": 81.19, "multiplicity": 1, "smiles": "c1ccc(-c2ccccn2)nc1"}

---

# 5
{"formula": "C4H12InO4", "method": "wB97M-V/def2-TZVPD", "species": ["C", "H", "In", "H", "H", "H", "H", "O", "C", "C", "H", "O", "H", "O", "C", "H", "H", "O", "H", "H", "H"], "positions_angstrom": [[-1.4105, -0.0270, 4.7522], [-1.0840, -0.3836, -4.9814], [3.6834, 0.6582, 0.4031], [0.1023, 0.3363, 6.3150], [-1.8018, -0.7807, 4.0688], [1.9269, -1.5858, -4.7320], [-0.7266, 1.8652, -3.8235], [-0.2734, 1.0263, -3.7121], [-0.3379, 0.4109, -4.9887], [1.0086, -0.0758, -5.5355], [1.4244, 0.8659, -5.8936], [0.7879, -1.1106, 4.8666], [-0.6740, -1.2718, 6.3231], [1.9056, -0.6281, -4.6686], [-0.2656, -0.4806, 5.6943], [0.9005, -2.0146, 5.1693], [-1.9098, 1.5180, 3.7228], [-1.0761, 1.0600, 3.8528], [-0.6378, 1.1672, -5.7141], [-2.3563, 0.2218, 5.2335], [0.8141, -0.7713, -6.3519]], "nbo_charge": [-0.106, 0.310, 0.999, 0.295, 0.299, 0.523, 0.519, -0.466, -0.080, -0.073, 0.295, -0.521, 0.244, -0.453, -0.108, 0.510, 0.512, -0.446, 0.242, 0.247, 0.258], "orbital_gap_ev": 1.5, "e_lumo_ev": -16.983, "homo_energy_ha": -0.680, "relative_energy_kcal_mol": 31.49, "multiplicity": 1, "total_charge": 3}

---

# 6
{"formula": "C12H19N6O14P2W", "method": "wB97M-V/def2-TZVPD", "species": ["O", "C", "C", "H", "O", "C", "H", "O", "N", "H", "H", "C", "C", "C", "C", "O", "H", "C", "H", "O", "O", "H", "H", "O", "P", "H", "O", "N", "O", "H", "H", "P", "N", "H", "C", "H", "C", "H", "C", "O", "O", "H", "W", "H", "H", "O", "O", "H", "N", "O", "H", "C", "N", "N"], "positions_angstrom": [[1.5996, 1.3652, 2.8758], [-3.3215, 0.1868, 0.6551], [0.8608, 2.2036, -1.2905], [-3.1107, -2.6705, 0.0111], [1.4606, -1.8956, 0.4477], [2.4486, 1.6473, -3.4852], [-0.4022, -3.2240, 2.0646], [2.2986, -0.8788, -4.5173], [-2.1819, -0.0407, -0.2839], [-1.9884, 0.8278, -0.7692], [-2.1385, -3.2225, -1.3434], [1.6928, 0.6303, -2.9084], [-2.2740, -2.4085, -0.6332], [-2.0687, -1.8601, 2.4439], [-2.4714, -1.0821, -1.3118], [1.1343, -1.5895, -2.8370], [-1.7832, -0.9531, -2.1425], [1.6162, 3.2311, -1.8419], [3.2746, -3.2274, 2.9409], [1.7044, 0.5285, 0.5845], [3.7971, 3.7096, -4.5615], [-0.3155, -2.9231, -0.1762], [3.0700, 1.4414, -4.3513], [2.3991, -3.0412, 2.5573], [1.9860, -1.7378, 1.9008], [-3.4862, -0.9654, -1.6952], [0.6409, -1.1204, 2.4234], [-1.5796, -0.4298, 2.1843], [3.0734, -0.6475, 2.1459], [-3.4447, 0.3513, 2.8288], [-1.9612, -2.0643, 3.5074], [2.6716, 0.9290, 1.8024], [0.0976, 2.5373, -0.0886], [-1.9522, -3.7977, 1.4895], [-2.7399, 0.5054, 2.0113], [-3.9383, -0.7086, 0.6682], [-1.3359, -2.9069, 1.6137], [-1.0715, -0.1438, 3.0228], [2.3906, 2.9128, -2.9413], [3.1421, 5.0724, -3.0071], [0.0708, 0.0267, -1.1980], [-3.1324, -1.8630, 2.2226], [-0.0265, -0.4060, 0.6246], [1.6381, 4.2381, -1.4432], [1.9425, 1.9852, 3.5432], [3.7605, 1.8376, 1.5797], [-0.0079, 3.6587, 0.2455], [-2.3656, 1.5229, 2.0751], [-1.0350, -2.3335, 0.2479], [-0.5084, 1.6364, 0.6871], [-3.9473, 0.9978, 0.2833], [0.8870, 0.8920, -1.8240], [1.7156, -0.7329, -3.4868], [3.2151, 3.9990, -3.5508]], "nbo_charge": [-0.998, -0.261, -0.051, 0.227, -0.998, -0.053, 0.241, -0.244, -0.549, 0.424, 0.281, -0.033, -0.243, -0.252, -0.255, -0.396, 0.255, -0.081, 0.595, -1.061, -0.288, 0.467, 0.326, -0.950, 2.638, 0.269, -1.025, -0.617, -1.023, 0.267, 0.280, 2.544, 0.556, 0.269, -0.247, 0.229, -0.237, 0.461, 0.037, -0.311, -0.656, 0.237, 2.535, 0.317, 0.565, -0.956, -0.109, 0.256, -0.626, -0.521, 0.277, 0.415, 0.540, 0.529], "orbital_gap_ev": 5.8, "e_lumo_ev": -13.036, "homo_energy_ha": -0.693, "relative_energy_kcal_mol": 39.93, "multiplicity": 1, "total_charge": 3}

---

# 7
{"formula": "C3H4LiO3Tb", "method": "wB97M-V/def2-TZVPD", "species": ["C", "H", "H", "H", "Li", "C", "O", "Tb", "H", "O", "O", "C"], "positions_angstrom": [[-2.9609, 0.2519, -0.3571], [-3.8409, 0.3730, 0.2971], [-3.8239, -1.6508, -0.5841], [-2.2689, 1.0958, -0.3383], [-0.9720, -1.4912, 0.0149], [0.7624, 0.5634, 0.9201], [0.5293, -0.3915, 0.1719], [-0.3061, 3.2354, 2.6669], [-2.6729, -0.3109, -1.9232], [-0.0923, 1.2554, 1.5461], [2.0108, 0.8587, 1.1044], [-3.0512, -0.9631, -0.9447]], "mulliken_charge": [-0.072, 0.296, 0.455, 0.408, 0.980, 1.064, -0.716, 1.718, 0.428, -0.795, -0.209, -0.556], "orbital_gap_ev": [8.1, 4.3], "e_lumo_ev": [-13.363, -16.723], "homo_energy_ha": [-0.789, -0.774], "relative_energy_kcal_mol": 8.12, "multiplicity": 8, "total_charge": 3}